[1]
Molecular formula: C40H54BBrCeN10S3
Method: DFT, wB97M-V/def2-TZVPD

Element x y z (Å)
1 Ce 3.80 11.52 15.44
2 C 7.35 12.53 14.85
3 C 7.19 13.29 16.19
4 C 6.09 14.34 16.28
5 C 6.38 15.59 16.79
6 C 5.42 16.67 16.85
7 C 3.10 15.47 16.80
8 C 3.65 14.48 15.86
9 N 4.86 13.94 15.75
10 N 6.59 11.26 14.84
11 C 7.16 10.17 15.69
12 C 6.62 10.12 17.11
13 C 7.51 9.52 18.04
14 C 7.15 9.47 19.35
15 C 5.81 9.79 19.68
16 C 4.93 10.05 18.69
17 N 5.33 10.40 17.43
18 C 6.61 10.92 13.40
19 C 5.63 9.86 13.09
20 C 5.81 9.22 11.88
21 C 4.98 8.18 11.48
22 C 3.74 8.18 12.13
23 C 3.60 8.82 13.35
24 N 4.53 9.63 13.84
25 H 7.09 13.14 13.99
26 H 8.37 12.25 14.69
27 H 7.13 12.55 17.02
28 H 8.15 13.84 16.29
29 H 7.33 15.70 17.23
30 H 5.95 17.46 17.43
31 H 2.59 16.26 16.15
32 H 2.95 14.01 15.14
33 H 7.01 9.15 15.27
34 H 8.29 10.32 15.81
35 H 8.50 9.11 17.69
36 H 7.86 9.11 20.11
37 H 5.52 9.65 20.72
38 H 3.89 10.15 18.84
39 H 6.36 11.85 12.90
40 H 7.65 10.68 13.11
41 H 6.74 9.45 11.26
42 H 5.16 7.52 10.64
43 H 2.86 7.69 11.73
44 H 2.68 8.66 13.92
45 C 3.37 17.74 17.97
46 C 4.11 16.37 17.71
47 C 4.65 15.75 18.99
48 C 5.25 17.22 15.40
49 N 2.05 14.87 17.67
50 C 0.83 15.43 18.07
51 C -0.01 14.44 18.42
52 N 0.72 13.21 18.35
53 B -0.03 11.76 18.52
54 N -0.83 11.39 17.17
55 C -1.89 10.50 17.23
56 C -2.37 10.27 15.98
57 N -1.54 10.89 15.03
58 C -0.61 11.59 15.82
59 S 0.58 12.63 15.16
60 C -1.50 10.68 13.55
61 C -2.72 9.79 13.19
62 C -1.52 12.02 12.87
63 C -0.16 9.98 13.09
64 N 0.81 10.47 18.98
65 C 0.95 10.04 20.30
66 C 1.54 8.82 20.32
67 N 1.83 8.47 18.98
68 C 1.45 9.55 18.16
69 S 1.71 9.52 16.52
70 C 2.26 7.09 18.50
71 C 2.78 6.29 19.71
72 C 1.08 6.36 17.87
73 C 3.44 7.10 17.44
74 C 2.02 13.50 17.96
75 S 3.38 12.57 18.19
76 H 4.08 18.40 18.49
77 H 2.42 17.71 18.51
78 H 3.06 18.29 17.00
79 H 5.39 16.36 19.52
80 H 5.23 14.83 18.74
81 H 3.89 15.51 19.75
82 H 6.26 17.47 15.05
83 H 4.70 18.15 15.39
84 H 4.79 16.47 14.70
85 H 0.55 16.39 17.86
86 H -0.99 14.42 18.82
87 H -0.73 12.00 19.39
88 H -2.26 10.09 18.17
89 H -3.23 9.72 15.73
90 H -3.62 10.16 13.77
91 H -2.60 8.76 13.42
92 H -2.97 9.95 12.09
93 H -2.35 12.59 13.26
94 H -1.70 11.81 11.80
95 H -0.56 12.53 13.00
96 H 0.03 9.09 13.65
97 H 0.72 10.71 13.12
98 H -0.35 9.76 12.01
99 H 0.53 10.63 21.11
100 H 1.73 8.16 21.15
101 H 1.92 6.13 20.42
102 H 3.58 6.85 20.27
103 H 3.02 5.28 19.39
104 H 0.24 6.37 18.53
105 H 1.31 5.26 17.65
106 H 0.69 6.88 16.98
107 H 4.32 7.62 17.86
108 H 3.12 7.54 16.52
109 H 3.72 6.07 17.30
110 Br 3.43 12.78 12.81

Output
**Orbital gap (spin up / spin down)**: 6.54 / 6.56 eV
**Energy above the lowest of the compared OMol25 structures with the same formula, charge and spin**: 96.5 kcal/mol
**Multiplicity**: 2
**Total charge**: +1
**E_LUMO (spin up / spin down)**: -2.76 / -2.75 eV

Atom charges from the Mulliken analysis, given in e for atoms 1 to 4: Ce 0.0099; C -1.8075; C -0.6912; C 1.1190

---

[2]
Molecular formula: C40H54BN10
Method: DFT, wB97M-V/def2-TZVPD

Element x y z (Å)
1 B 0.33 0.04 0.71
2 H -0.89 0.38 0.56
3 H 0.96 1.09 0.72
4 H 0.26 -0.68 1.69
5 H 0.65 -0.60 -0.30
6 N -0.70 -2.90 -2.08
7 C -0.51 -4.28 -2.17
8 C -0.96 -4.73 -3.53
9 C -1.51 -3.47 -4.25
10 C -1.33 -2.36 -3.26
11 H -0.60 -2.53 -1.23
12 H -0.10 -4.82 -1.43
13 H -1.05 -5.69 -3.95
14 H -2.05 -3.43 -5.13
15 H -1.51 -1.34 -3.30
16 N -0.45 3.79 0.89
17 C -0.92 4.50 -0.20
18 C -1.26 5.98 0.16
19 C -0.91 6.01 1.73
20 C -0.35 4.56 2.04
21 H -0.13 2.93 0.83
22 H -0.99 4.06 -1.24
23 H -1.61 6.86 -0.39
24 H -0.88 6.82 2.42
25 H 0.02 3.96 2.83
26 N 3.49 -1.12 0.89
27 C 4.43 -0.72 -0.07
28 C 5.69 -1.41 0.31
29 C 5.43 -2.29 1.50
30 C 3.97 -2.00 1.84
31 H 2.48 -0.75 0.61
32 H 4.26 0.01 -0.77
33 H 6.55 -1.50 -0.27
34 H 6.07 -2.97 1.94
35 H 3.51 -2.44 2.65
36 N 0.12 -5.09 2.67
37 C 0.85 -4.29 1.90
38 C 2.25 -4.80 2.08
39 C 2.13 -5.90 3.10
40 C 0.62 -6.20 3.33
41 H -0.94 -4.89 2.85
42 H 0.42 -3.35 1.13
43 H 2.99 -4.44 1.69
44 H 2.94 -6.44 3.46
45 H 0.06 -6.88 3.82
46 N -5.58 0.61 -1.16
47 C -6.65 -0.02 -1.61
48 C -6.18 -1.43 -2.07
49 C -4.68 -1.47 -1.70
50 C -4.37 -0.09 -1.11
51 H -5.65 1.61 -0.86
52 H -7.66 0.49 -1.64
53 H -6.91 -2.36 -2.54
54 H -4.11 -2.22 -2.13
55 H -3.51 0.41 -0.83
56 N 2.22 1.59 -2.07
57 C 2.15 0.96 -3.28
58 C 2.57 1.96 -4.35
59 C 2.94 3.18 -3.62
60 C 2.68 2.96 -2.25
61 H 1.85 1.26 -1.16
62 H 1.68 -0.04 -3.22
63 H 2.55 1.67 -5.48
64 H 3.24 4.11 -3.91
65 H 2.79 3.70 -1.42
66 N 1.84 -2.90 -2.86
67 C 2.88 -2.60 -1.96
68 C 4.06 -2.17 -2.77
69 C 3.56 -2.18 -4.18
70 C 2.18 -2.65 -4.11
71 H 0.79 -3.08 -2.61
72 H 2.67 -2.56 -0.88
73 H 5.04 -1.85 -2.38
74 H 4.07 -1.99 -5.14
75 H 1.41 -2.59 -4.88
76 N 2.75 1.53 4.58
77 C 1.34 1.54 4.38
78 C 0.74 1.68 5.75
79 C 1.86 1.94 6.69
80 C 3.17 1.79 5.90
81 H 3.20 1.36 3.75
82 H 0.88 1.36 3.32
83 H -0.16 1.69 6.20
84 H 1.86 2.00 7.74
85 H 4.29 1.92 6.15
86 N -4.72 0.60 3.19
87 C -3.47 1.15 2.76
88 C -3.27 2.47 3.70
89 C -4.55 2.52 4.46
90 C -5.38 1.36 4.07
91 H -5.13 -0.39 2.72
92 H -2.90 0.61 2.15
93 H -2.50 2.99 3.51
94 H -4.74 3.47 5.14
95 H -6.41 1.19 4.44
96 N -0.49 2.50 -2.58
97 C -1.68 1.81 -2.08
98 C -2.87 2.71 -2.76
99 C -2.25 3.72 -3.59
100 C -0.68 3.58 -3.46
101 H 0.33 2.07 -2.56
102 H -1.53 0.89 -1.56
103 H -3.80 2.39 -2.48
104 H -2.75 4.44 -4.22
105 H 0.14 4.14 -3.92

Output
**Orbital gap**: 7.43 eV
**Energy above the lowest of the compared OMol25 structures with the same formula, charge and spin**: 62.9 kcal/mol
**Total charge**: -1
**E_LUMO**: 2.25 eV

Atom charges from the Mulliken analysis, given in e for atoms 1 to 4: B 1.5258; H -0.4859; H -0.4697; H -0.3376

---

Look up the total charge of the first one. +1